The following is a DFT calculation (ωB97M-V with the def2-TZVPD basis set) of a gas-phase ion, C7H12N3O (charge +1).

* SMILES: C[C@H]1CC[C@]1([NH3+])c1ncon1
* HOMO energy: -14.62 eV
* net charge: +1
* calculated total energy: -513.08191 Ha
* strongest force on any atom: 0.0810 hartree/bohr

Each line ends with the natural charge from an NBO analysis.
Geometry (Å):
C: -3.523 -0.376 -0.308  0.37
C: -1.553 0.176 -0.129  0.24
C: 1.603 -1.291 -0.028  -0.39
C: 0.337 -1.314 0.885  -0.43
C: 1.056 -0.195 -0.850  -0.26
C: -0.065 -0.013 0.218  0.17
C: 2.035 0.892 -1.119  -0.63
N: -2.309 -0.913 -0.169  -0.48
N: -2.226 1.344 -0.281  -0.17
N: 0.143 1.200 1.252  -0.69
O: -3.488 0.909 -0.342  -0.21
H: -4.347 -1.065 -0.199  0.24
H: 2.585 -1.016 0.479  0.22
H: 1.545 -2.192 -0.563  0.24
H: -0.387 -1.972 0.433  0.26
H: 0.393 -1.286 1.894  0.21
H: 0.625 -0.605 -1.732  0.25
H: 2.494 1.378 -0.159  0.19
H: 1.683 1.756 -1.813  0.25
H: 2.904 0.474 -1.714  0.26
H: -0.260 0.901 2.152  0.44
H: -0.361 1.898 0.754  0.46
H: 1.116 1.310 1.340  0.43


The following is a DFT calculation (ωB97M-V with the def2-TZVPD basis set) of a gas-phase ion, C7H12N3O (charge +1).

* SMILES: C[C@@H]1[NH2+]Cc2c1n(C)[nH]c2=O
* HOMO energy: -11.56 eV
* net charge: +1
* calculated total energy: -513.05519 Ha
* strongest force on any atom: 0.1427 hartree/bohr

Each line ends with the natural charge from an NBO analysis.
Geometry (Å):
C: -1.210 -1.119 0.143  -0.24
C: -0.040 0.347 0.255  0.23
C: -2.413 -0.476 -0.132  0.55
C: -0.244 -2.205 -0.072  -0.25
C: 1.294 -0.235 0.390  -0.10
C: 2.143 -0.098 -0.871  -0.63
C: -0.586 2.759 0.239  -0.43
N: -2.139 0.947 -0.027  -0.41
N: -0.858 1.343 0.158  -0.10
N: 1.005 -1.726 0.644  -0.49
O: -3.540 -0.858 -0.327  -0.60
H: -0.567 -3.151 0.367  0.25
H: 0.017 -2.374 -1.125  0.21
H: 1.854 0.130 1.259  0.25
H: 1.605 -0.457 -1.744  0.24
H: 3.078 -0.646 -0.769  0.23
H: 2.390 0.948 -1.031  0.25
H: -1.152 3.197 1.064  0.24
H: 0.475 2.928 0.403  0.23
H: -0.891 3.249 -0.688  0.24
H: -2.865 1.636 -0.168  0.43
H: 0.825 -1.844 1.646  0.45
H: 1.820 -2.294 0.388  0.44


The following is a DFT calculation (ωB97M-V with the def2-TZVPD basis set) of a gas-phase ion, C7H12N3O3 (charge +1).

* SMILES: CCCc1nn(C(=O)OC)oc1=[NH2+]
* HOMO energy: -13.89 eV
* net charge: +1
* calculated total energy: -663.55203 Ha
* strongest force on any atom: 0.0963 hartree/bohr

Each line ends with the natural charge from an NBO analysis.
Geometry (Å):
C: -0.379 0.308 -0.780  0.09
C: -0.465 1.695 -0.319  0.57
C: -1.309 -0.157 2.544  0.89
C: -1.438 -2.301 3.488  -0.27
C: 2.341 -0.310 -1.471  -0.61
C: -0.049 -0.291 -2.135  -0.44
C: 1.410 -0.095 -2.669  -0.38
N: -0.976 0.319 1.227  0.05
N: -0.623 -0.417 0.259  -0.07
N: -0.367 2.911 -0.911  -0.76
O: -1.478 0.635 3.448  -0.53
O: -0.827 1.686 0.926  -0.20
O: -1.201 -1.388 2.365  -0.45
H: -1.555 -1.857 4.581  0.24
H: -0.473 -2.766 3.340  0.22
H: -2.290 -2.900 3.319  0.22
H: 1.937 -1.267 -0.951  0.20
H: 3.424 -0.325 -1.835  0.24
H: 2.250 0.520 -0.795  0.19
H: -0.246 -1.318 -2.015  0.25
H: -0.644 0.244 -2.970  0.24
H: 1.554 -0.687 -3.500  0.23
H: 1.612 0.929 -2.865  0.19
H: -0.041 3.048 -1.885  0.44
H: -0.167 3.785 -0.394  0.45


The following is a DFT calculation (ωB97M-V with the def2-TZVPD basis set) of a molecular structure, C7H12N3Pb.

* HOMO energy (spin up / spin down): -10.07 / -10.07 eV
* net charge: +1
* calculated total energy: -630.67083 Ha
* strongest force on any atom: 0.0718 hartree/bohr

Each line ends with the Mulliken charge.
Geometry (Å):
C: -0.052 -3.976 0.043  -1.28
Pb: 0.967 -2.140 -0.241  0.46
N: 2.283 1.391 -0.343  -0.43
H: 1.806 -1.408 -1.689  -0.12
H: 2.046 1.976 -1.153  0.34
H: 2.193 0.341 -0.601  0.12
H: 0.385 -4.761 -0.617  0.39
H: -1.134 -3.874 -0.196  0.31
H: 0.041 -4.318 1.101  0.34
H: 1.582 1.576 0.384  0.37
H: 3.217 1.612 0.004  0.40
N: 0.194 3.586 -1.916  -0.45
C: -0.319 2.770 -1.246  0.09
C: -0.887 1.726 -0.419  0.02
C: -1.470 2.011 0.823  -0.13
C: -1.776 0.953 1.675  -0.55
C: -1.448 -0.343 1.289  -0.16
N: -0.906 -0.606 0.078  -0.33
C: -0.748 0.402 -0.823  -0.24
H: -1.670 3.047 1.096  0.48
H: -2.242 1.118 2.645  0.41
H: -1.614 -1.203 1.947  0.40
H: -0.448 0.122 -1.841  0.58


The following is a DFT calculation (ωB97M-V with the def2-TZVPD basis set) of a molecular structure, C7H12N3S.

* HOMO energy: -12.35 eV
* net charge: +1
* calculated total energy: -836.01593 Ha
* strongest force on any atom: 0.0806 hartree/bohr

Each line ends with the natural charge from an NBO analysis.
Geometry (Å):
C: -0.349 -0.023 -0.057  0.08
C: 1.084 -0.091 0.119  0.23
C: -0.569 -2.251 -0.785  0.05
C: -0.998 1.115 0.257  0.04
C: -3.469 1.065 -0.005  -0.04
C: 1.640 -0.983 1.182  -0.71
C: 3.030 1.020 -0.858  -0.44
N: -1.100 -1.180 -0.327  -0.44
N: 1.639 0.773 -0.578  -0.35
N: -2.268 1.524 0.339  -0.53
S: -3.909 -0.496 -0.342  0.08
H: 0.357 -2.475 -1.269  0.23
H: -1.248 -3.139 -0.602  0.21
H: -0.484 1.945 0.729  0.24
H: -4.257 1.837 0.240  0.24
H: 1.782 -0.326 2.050  0.26
H: 0.900 -1.626 1.582  0.22
H: 2.523 -1.614 1.075  0.26
H: 3.296 0.819 -1.874  0.23
H: 3.793 0.464 -0.326  0.18
H: 3.211 1.989 -0.715  0.22
H: -2.319 2.567 0.387  0.43
H: -2.281 -0.917 -0.222  0.32


The following is a DFT calculation (ωB97M-V with the def2-TZVPD basis set) of 2 unconnected molecules or ions with the total composition C7H12N3S.

* HOMO energy: -11.76 eV
* net charge: +1
* calculated total energy: -836.01198 Ha
* strongest force on any atom: 0.0981 hartree/bohr

Each line ends with the natural charge from an NBO analysis.
Geometry (Å):
C: -2.778 0.583 0.956  -0.27
C: -3.395 0.908 -0.311  -0.18
C: -1.280 0.342 1.007  -0.30
C: -2.784 0.453 -1.441  -0.17
C: -0.612 0.635 -0.285  -0.15
C: -1.454 -0.257 -1.194  -0.40
C: -2.285 -0.755 1.191  -0.31
N: 0.784 0.368 -0.601  0.07
N: 1.399 -0.274 0.263  -0.33
N: 4.141 -0.684 0.140  -1.07
S: -1.989 -1.761 -0.328  0.25
H: -3.342 0.858 1.854  0.27
H: -4.280 1.470 -0.300  0.24
H: -0.704 0.717 1.904  0.24
H: -3.085 0.549 -2.399  0.22
H: -0.718 1.799 -0.530  0.29
H: -0.901 -0.488 -2.070  0.25
H: -2.505 -1.399 2.020  0.27
H: 2.583 -0.440 0.212  0.45
H: 0.800 -0.738 0.945  0.39
H: 4.747 -0.869 1.021  0.42
H: 4.537 0.038 -0.476  0.41
H: 4.279 -1.593 -0.431  0.41


The following is a DFT calculation (ωB97M-V with the def2-TZVPD basis set) of C7H12N4 in the gas phase.

* SMILES: CN=C=C(C)/C=N\C(C)=N\N
* HOMO energy: -7.39 eV
* calculated total energy: -492.79843 Ha
* strongest force on any atom: 0.0985 hartree/bohr

Each line ends with the natural charge from an NBO analysis.
Geometry (Å):
C: -0.342 2.061 -0.171  0.16
C: 0.913 1.378 -0.115  -0.35
C: 1.040 0.055 -0.091  0.59
C: -1.856 0.264 -0.117  0.43
C: 2.155 2.194 0.042  -0.59
C: -3.426 -0.140 -0.239  -0.67
C: 2.343 -2.108 0.056  -0.40
N: -1.602 1.623 -0.260  -0.56
N: 1.776 -0.862 -0.349  -0.47
N: -0.918 -0.559 0.127  -0.31
N: -1.011 -1.933 0.182  -0.63
H: -0.387 3.184 -0.040  0.19
H: 2.702 1.955 0.943  0.21
H: 1.923 3.283 0.089  0.22
H: 2.795 1.965 -0.793  0.21
H: -3.571 -0.769 0.575  0.20
H: -3.516 -0.558 -1.307  0.23
H: -3.982 0.748 -0.171  0.24
H: 1.874 -2.898 -0.530  0.21
H: 1.981 -2.269 0.992  0.19
H: 3.564 -2.158 -0.011  0.21
H: -1.966 -2.099 0.279  0.35
H: -0.490 -2.359 0.909  0.36


The following is a DFT calculation (ωB97M-V with the def2-TZVPD basis set) of a molecular structure, C7H12N4OS.

* HOMO energy: -17.52 eV
* net charge: +2
* calculated total energy: -965.46906 Ha
* strongest force on any atom: 0.1271 hartree/bohr

Each line ends with the natural charge from an NBO analysis.
Geometry (Å):
C: -1.639 -0.717 1.782  -0.18
C: -1.115 0.366 1.164  -0.22
C: -1.305 -2.064 1.461  0.50
C: 0.017 0.373 0.220  0.18
C: -0.773 -2.262 0.034  -0.38
C: 1.067 -0.712 0.178  -0.31
C: -0.367 4.433 -2.671  -0.85
N: 0.206 1.278 -0.629  0.00
N: -0.113 2.260 -1.232  -0.19
N: 1.406 -3.021 0.063  -0.10
N: 0.574 -2.054 -0.080  0.06
O: -1.395 -2.964 2.250  -0.35
S: 0.422 3.768 -1.265  0.86
H: -2.357 -0.605 2.477  0.27
H: -1.722 1.193 1.356  0.27
H: -1.070 -3.239 -0.304  0.29
H: -1.336 -1.523 -0.488  0.26
H: 1.488 -0.816 1.251  0.31
H: 3.747 -1.661 2.172  0.12
H: 1.875 -0.515 -0.595  0.31
H: 0.255 4.726 -3.629  0.32
H: -0.851 5.314 -2.312  0.28
H: -1.159 3.875 -3.051  0.29
H: 3.032 -1.496 1.780  -0.12
H: 1.114 -3.941 0.067  0.39